1.
{
  "formula": "C26H30N6O3",
  "method": "wB97M-V/def2-TZVPD",
  "spin_multiplicity": 1,
  "gap_ev": 7.41,
  "symbols": ["C", "C", "C", "C", "C", "C", "N", "C", "N", "C", "C", "C", "C", "C", "C", "C", "C", "C", "C", "C", "C", "C", "C", "H", "H", "H", "H", "H", "H", "H", "H", "H", "H", "H", "H", "H", "H", "H", "H", "H", "H", "H", "H", "H", "H", "H", "H", "H", "H", "C", "O", "C", "N", "C", "N", "O", "N", "O", "C", "C", "N", "H", "H", "H", "H"],
  "coordinates": [[-1.85873, 6.10015, 4.31265], [-1.82706, 5.01833, 3.28927], [-2.93747, 4.18941, 3.11873], [-2.91335, 3.12827, 2.22441], [-4.15770, 2.31219, 2.09873], [-1.75152, 2.92086, 1.46112], [-1.72870, 1.88068, 0.48896], [-1.53498, 2.05278, -0.83338], [-1.51950, 0.84429, -1.42496], [-1.55197, 0.66370, -2.82523], [-0.58427, 1.28850, -3.63404], [0.49962, 2.15489, -3.07719], [-0.61993, 1.05515, -5.00979], [-1.61468, 0.27288, -5.58640], [-1.58223, 0.06145, -7.06094], [-2.60463, -0.29433, -4.77912], [-2.59073, -0.09612, -3.39598], [-3.74271, -0.60468, -2.59675], [-1.56378, -0.24999, -0.43489], [-1.54409, 0.47265, 0.87490], [-0.62478, 3.74565, 1.62334], [0.62840, 3.49666, 0.84960], [-0.68507, 4.79724, 2.52524], [-0.88681, 6.59849, 4.32227], [-2.63546, 6.83812, 4.08861], [-2.05945, 5.69132, 5.30933], [-3.83528, 4.37370, 3.71248], [-4.06106, 1.49415, 1.38515], [-4.43184, 1.89865, 3.08005], [-4.98865, 2.95754, 1.78147], [1.18658, 2.39965, -3.89552], [0.11228, 3.09877, -2.67875], [1.07678, 1.66580, -2.28326], [0.14934, 1.48341, -5.65439], [-2.44246, -0.52723, -7.37963], [-1.59825, 1.02404, -7.58605], [-0.66307, -0.45822, -7.36069], [-3.38920, -0.89633, -5.23142], [-4.41837, -1.12265, -3.28363], [-3.44828, -1.34415, -1.84802], [-4.29098, 0.20594, -2.09957], [-2.47869, -0.82810, -0.54446], [-0.70003, -0.92014, -0.52605], [-0.56312, 0.32313, 1.34800], [-2.33612, 0.16606, 1.56106], [1.39227, 4.18309, 1.23583], [0.99622, 2.46913, 0.96634], [0.48738, 3.69688, -0.22071], [0.18756, 5.44685, 2.66814], [0.39942, 7.31070, -2.10839], [-0.67409, 7.47729, -1.15505], [-1.56563, 6.48894, -1.20946], [-2.74396, 6.75702, -0.63901], [-3.65338, 5.79942, -0.75257], [-4.77267, 5.61862, 0.01828], [-5.15841, 4.30772, -0.24768], [-4.26599, 3.69255, -1.22057], [-4.45309, 2.52643, -1.52086], [-3.34183, 4.63420, -1.56173], [-2.02219, 4.36878, -1.90283], [-1.13763, 5.35980, -1.80317], [0.99704, 8.19666, -1.95558], [0.96955, 6.39300, -1.91647], [0.02159, 7.27794, -3.14176], [-1.73239, 3.34917, -2.21391]],
  "mulliken_charge": [-1.596, 0.929, -0.850, 1.549, -2.104, -0.397, 1.175, -1.360, 0.606, 0.046, 1.448, -1.042, -1.350, 0.713, -1.565, -1.248, 1.285, -1.624, -0.277, -0.830, 1.074, -1.294, -1.226, 0.367, 0.339, 0.347, 0.378, 0.170, 0.472, 0.353, 0.453, 0.109, 0.219, 0.364, 0.365, 0.338, 0.324, 0.289, 0.398, 0.366, 0.220, 0.068, 0.368, 0.176, 0.462, 0.475, 0.193, 0.089, 0.230, -0.666, -0.377, 0.589, -0.688, 0.804, -0.512, -0.207, 0.668, -0.626, -0.103, -0.130, -0.359, 0.284, 0.234, 0.293, 0.798]
}


2.
{
  "formula": "C26H30N6O3",
  "method": "wB97M-V/def2-TZVPD",
  "spin_multiplicity": 1,
  "gap_ev": 8.04,
  "smiles": "CCOc1ccc2[nH]c(=O)c(CN(Cc3nnnn3Cc3ccccc3)C[C@@H]3CCCO3)cc2c1",
  "symbols": ["C", "C", "O", "C", "C", "C", "C", "N", "C", "O", "C", "C", "N", "C", "C", "N", "N", "N", "N", "C", "C", "C", "C", "C", "C", "C", "C", "C", "C", "C", "C", "O", "C", "C", "C", "H", "H", "H", "H", "H", "H", "H", "H", "H", "H", "H", "H", "H", "H", "H", "H", "H", "H", "H", "H", "H", "H", "H", "H", "H", "H", "H", "H", "H", "H"],
  "coordinates": [[-7.48024, -1.85629, 0.60285], [-6.73189, -0.99905, 1.61927], [-5.34819, -1.28811, 1.66338], [-4.52680, -0.85503, 0.67027], [-4.89555, 0.00899, -0.36848], [-3.96951, 0.41058, -1.30675], [-2.65210, -0.03534, -1.23940], [-1.70949, 0.35776, -2.14951], [-0.38806, -0.02039, -2.15702], [0.37081, 0.44256, -2.99283], [-0.01406, -0.98332, -1.12172], [1.40786, -1.48873, -1.10592], [2.21091, -0.68169, -0.19196], [2.74328, 0.51952, -0.83232], [3.05293, 1.52924, 0.20527], [4.19254, 2.14905, 0.41554], [4.00676, 2.93555, 1.46939], [2.82808, 2.83173, 1.92014], [2.17810, 1.95100, 1.15417], [0.82140, 1.55961, 1.38968], [-0.19127, 2.29480, 0.54386], [-1.53160, 2.21011, 0.90312], [-2.50088, 2.85367, 0.15784], [-2.14293, 3.58036, -0.96581], [-0.81119, 3.66864, -1.32912], [0.16157, 3.03389, -0.57522], [3.20862, -1.41560, 0.56456], [4.28303, -2.18800, -0.23559], [5.28645, -2.85510, 0.71566], [6.30649, -1.73630, 0.95314], [6.13741, -0.82276, -0.27579], [5.07913, -1.36005, -1.05580], [-0.91891, -1.37810, -0.19919], [-2.27038, -0.91512, -0.20916], [-3.21746, -1.30928, 0.73456], [-7.32726, -2.90892, 0.82674], [-8.54303, -1.63615, 0.65043], [-7.12453, -1.66597, -0.40694], [-6.90116, 0.06866, 1.43295], [-7.08458, -1.22927, 2.62833], [-5.90488, 0.37945, -0.44887], [-4.26406, 1.08116, -2.10031], [-1.97673, 1.02409, -2.86455], [1.81015, -1.46622, -2.12684], [1.40688, -2.51973, -0.74557], [1.98022, 0.91068, -1.50895], [3.64861, 0.32204, -1.41726], [0.74970, 0.48406, 1.18542], [0.61555, 1.74487, 2.44800], [-1.81440, 1.63767, 1.77469], [-3.53651, 2.78797, 0.45610], [-2.89948, 4.08349, -1.54998], [-0.52120, 4.23608, -2.20046], [1.19621, 3.13227, -0.86690], [3.70957, -0.69670, 1.21741], [2.67853, -2.13649, 1.19613], [3.79420, -2.90460, -0.90382], [5.75793, -3.69911, 0.21197], [4.82197, -3.20689, 1.63424], [6.08068, -1.19054, 1.86866], [7.32035, -2.12282, 1.02973], [7.02351, -0.80847, -0.91485], [5.90113, 0.20806, 0.01670], [-0.63169, -2.07888, 0.57309], [-2.94054, -1.97857, 1.53363]],
  "mulliken_charge": [-1.037, -0.413, -0.474, 0.439, -0.335, -1.365, -0.561, 0.218, -0.146, -0.761, 0.288, -1.415, 0.477, -0.359, 0.162, -0.405, -0.790, -0.557, 0.966, -0.849, 0.966, -0.572, -0.476, -0.697, -0.900, -0.194, -1.894, 0.709, -0.841, -0.668, -0.328, -0.528, -0.143, 1.222, -0.574, 0.308, 0.363, 0.323, 0.326, 0.318, 0.411, 0.383, 0.301, 0.341, 0.734, 0.317, 0.601, 0.102, 0.531, 0.446, 0.456, 0.445, 0.428, 0.447, 0.519, 0.393, 0.473, 0.353, 0.343, 0.275, 0.371, 0.414, 0.096, 0.519, 0.500]
}


Energies, relative to the best one, in eV: 1 5.593; 2 0.000.


1.
{
  "formula": "C2H3ClN2O",
  "method": "wB97M-V/def2-TZVPD",
  "spin_multiplicity": 1,
  "gap_ev": [6.98, 6.97],
  "symbols": ["C", "C", "N", "N", "O", "Cl", "H", "H", "H"],
  "coordinates": [[0.22285, 1.58105, -0.24532], [-0.02428, -0.68241, 0.55942], [0.01804, 0.47556, 0.11239], [-2.73138, -0.98657, 0.20861], [-1.79850, -1.19325, -0.54685], [-3.37318, 0.64242, 0.14833], [0.14003, 2.42129, -0.79660], [0.90287, -1.27696, 0.27210], [-0.63306, -1.11072, 1.37603]],
  "mulliken_charge": [-0.229, -0.557, 0.040, 0.158, -0.208, -0.128, 0.360, 0.246, 0.318]
}


2.
{
  "formula": "C2H3ClN2O",
  "method": "wB97M-V/def2-TZVPD",
  "spin_multiplicity": 1,
  "gap_ev": 10.76,
  "smiles": "Cl[C@H]1N=NCO1",
  "symbols": ["Cl", "C", "N", "N", "C", "O", "H", "H", "H"],
  "coordinates": [[2.53222, 0.49643, 0.20692], [0.99053, 0.13309, -0.47991], [0.53565, -1.21125, -0.19765], [-0.57091, -1.15576, 0.29209], [-1.12538, 0.15200, 0.40078], [-0.05470, 1.00766, -0.10260], [1.02763, 0.19966, -1.51883], [-1.98327, 0.14866, -0.16321], [-1.35177, 0.22951, 1.56239]],
  "mulliken_charge": [-0.157, 0.167, -0.221, -0.189, -0.095, -0.348, 0.318, 0.296, 0.229]
}


Energies, relative to the best one, in eV: 1 4.802; 2 0.000.


1.
{
  "formula": "C4H8N2O2S",
  "method": "wB97M-V/def2-TZVPD",
  "spin_multiplicity": 1,
  "gap_ev": 10.05,
  "symbols": ["C", "C", "C", "C", "N", "N", "O", "O", "S", "H", "H", "H", "H", "H", "H", "H", "H"],
  "coordinates": [[0.52766, 2.34459, 0.42355], [1.03621, 1.54345, 1.36253], [-0.81245, 1.86995, 0.08672], [-0.92162, 0.69537, 1.05518], [0.16390, 0.55281, 1.74423], [0.29405, -3.25045, -0.24058], [1.69201, -1.26491, -0.05309], [-0.39080, -1.21477, -1.51963], [0.81552, -1.96056, -1.20684], [1.18193, 3.22336, 0.33465], [2.04228, 1.55418, 1.79709], [-1.55083, 2.70874, 0.29953], [-0.90394, 1.25325, -0.81180], [1.04265, -0.66126, 0.30854], [-1.89685, 0.16157, 1.24439], [-0.41665, -3.96138, -0.45922], [0.94196, -3.52687, 0.55434]],
  "mulliken_charge": [-0.427, -0.182, -0.108, -0.180, -0.658, -0.424, -0.503, -0.509, 0.535, 0.337, 0.423, 0.308, 0.216, 0.384, 0.327, 0.210, 0.252]
}


2.
{
  "formula": "C4H8N2O2S",
  "method": "wB97M-V/def2-TZVPD",
  "spin_multiplicity": 1,
  "gap_ev": 9.26,
  "smiles": "CN1C[C@@H](O)N(O)C1=S",
  "symbols": ["C", "N", "C", "C", "O", "N", "O", "C", "S", "H", "H", "H", "H", "H", "H", "H", "H"],
  "coordinates": [[-0.02805, 2.21105, 0.26727], [-0.18504, 0.78100, 0.45442], [-1.22582, 0.18010, -0.28681], [-0.65114, -1.21853, -0.57067], [0.06524, -1.33206, -1.79924], [0.28208, -1.30776, 0.52825], [0.97814, -2.45653, 0.92582], [0.79430, -0.05888, 0.84735], [2.17604, 0.33257, 1.65635], [0.26998, 2.32034, -0.77308], [-0.98371, 2.64976, 0.46298], [0.79781, 2.35615, 1.05639], [-1.45529, 0.57771, -1.27597], [-2.02860, -0.04105, 0.26955], [-1.31189, -2.05766, -0.55412], [0.54633, -0.54564, -2.01939], [1.95961, -2.39059, 0.81091]],
  "mulliken_charge": [-0.873, 0.041, -0.781, -0.134, -0.545, 0.213, -0.433, 0.190, -0.424, 0.316, 0.304, 0.255, 0.384, 0.372, 0.466, 0.319, 0.330]
}


3.
{
  "formula": "C4H8N2O2S",
  "method": "wB97M-V/def2-TZVPD",
  "spin_multiplicity": 1,
  "gap_ev": 9.99,
  "symbols": ["C", "C", "C", "C", "N", "N", "O", "O", "S", "H", "H", "H", "H", "H", "H", "H", "H"],
  "coordinates": [[-2.51289, -0.31002, -0.54748], [2.07348, -0.79984, -0.39506], [-3.76187, -1.03536, -0.06358], [2.45473, 1.54920, -0.70070], [-1.56728, 0.22799, -0.91524], [1.80710, 0.39423, -0.15293], [1.20658, 1.13667, 2.69560], [0.23634, -0.98470, 1.94246], [0.41224, 0.41817, 1.74598], [2.68164, -1.10089, -1.31820], [1.42842, -1.62157, 0.10324], [-4.57847, -0.34679, -0.20044], [-3.56327, -1.21455, 0.97327], [-4.07726, -1.92406, -0.71396], [1.67155, 2.18970, -1.05344], [2.89896, 2.05724, 0.12812], [3.19001, 1.36459, -1.52762]],
  "mulliken_charge": [0.295, -0.232, -0.711, -0.837, -0.345, -0.087, -0.509, -0.476, 0.757, 0.234, 0.229, 0.271, 0.249, 0.269, 0.303, 0.294, 0.295]
}


4.
{
  "formula": "C4H8N2O2S",
  "method": "wB97M-V/def2-TZVPD",
  "spin_multiplicity": 1,
  "gap_ev": 9.53,
  "symbols": ["C", "C", "C", "C", "N", "N", "O", "O", "S", "H", "H", "H", "H", "H", "H", "H", "H"],
  "coordinates": [[0.00038, -2.06786, 0.12392], [0.57450, -1.07877, -0.85965], [1.89706, -0.52832, -0.21474], [-1.89152, 0.60344, 1.16479], [-2.10162, -1.99804, -0.09134], [-0.46716, -0.09909, -1.03514], [0.51175, -2.80584, 0.87775], [-3.13883, 0.22696, -0.94471], [-2.09464, -0.50270, -0.25789], [0.73561, -1.60854, -1.74251], [1.80192, 0.02167, 0.80442], [2.21488, 0.24475, -0.96137], [2.47079, -1.43330, 0.04605], [-1.23422, 0.27072, 1.93647], [-1.21202, 1.43829, 0.84710], [-2.97713, 0.89402, 1.46627], [-0.58753, -0.00949, -2.01488]],
  "mulliken_charge": [0.224, 0.432, -1.147, -0.930, -0.626, -0.514, -0.352, -0.611, 0.980, 0.320, 0.239, 0.334, 0.371, 0.350, 0.334, 0.316, 0.279]
}


Energies, relative to the best one, in eV: 1 0.577; 2 0.452; 3 0.000; 4 2.738.